The following is a DFT calculation (the ωB97M-V functional and the def2-TZVPD basis) of a 2-piece molecular cluster, C24H49FN3O6PS overall in a non-equilibrium geometry.

Geometry as XYZ:
```
85
Properties=species:S:1:pos:R:3:forces:R:3:lowdin_charge:R:1
N -0.850922 8.085684 -6.166462 0.9398 -0.6525 -0.1003 -0.06
C 0.498180 7.865264 -5.478335 -0.3740 -0.3965 0.2215 -0.28
C 0.965499 9.176400 -4.608506 -0.0092 0.1674 0.3253 -0.20
C -0.236826 9.623589 -3.566974 0.3721 0.4387 1.1415 -0.21
C -0.135792 8.683936 -2.187863 -1.4321 -0.6614 -1.3550 -0.17
C -1.583369 8.764511 -1.354815 2.1216 1.7401 0.0894 -0.20
N -2.570078 7.964772 -2.176523 -1.4653 -0.8804 0.8079 -0.27
C -2.644366 6.511826 -1.763290 0.0475 -1.1013 0.9309 -0.22
C -3.343877 6.234864 -0.307003 -0.2680 -1.3417 0.2266 -0.18
C -2.976295 4.699927 0.246072 -0.0016 -0.7094 -0.1814 -0.20
C -4.324786 3.869087 0.711234 -0.4312 0.5511 1.0484 -0.22
C -4.097394 2.948501 2.071225 -0.6070 -0.6543 -0.2844 -0.22
C -3.389890 1.486890 1.760468 -0.1127 -0.5839 0.8882 -0.22
C -3.734751 0.349423 2.936293 0.8560 0.0211 -0.2461 -0.23
C -3.341359 -1.159852 2.355421 -0.6418 -0.3481 1.0378 -0.23
C -2.676219 -2.131408 3.535824 -0.1474 -0.2878 -0.5680 -0.22
C -2.004913 -3.492964 2.841330 0.1665 0.0325 0.8535 -0.21
C -0.630964 -3.991913 3.637680 -0.4066 0.5793 -0.2214 -0.19
C 0.388457 -4.762305 2.600500 -0.6484 1.0112 0.3133 -0.19
N 1.027884 -6.010274 3.177788 1.5110 -2.8900 -0.7247 -0.20
C 1.158636 -6.527944 4.593485 2.4377 -3.1984 -3.1776 -0.06
C 2.013466 -7.938576 4.471020 -1.3792 3.2499 -3.3983 -0.09
C 2.360998 -8.176825 2.866784 -3.1225 4.6888 1.7669 -0.07
C 1.654687 -6.888153 2.116811 1.2617 -2.5201 4.4023 -0.06
S -4.137539 8.724671 -2.290398 -0.8761 8.3782 -0.7326 0.89
O -4.619836 9.395352 -0.982165 1.2334 -3.9703 -3.9671 -0.34
O -3.992001 9.882917 -3.352885 -0.4112 -5.4679 3.4768 -0.36
F -5.296162 7.630404 -2.984000 2.7231 1.4171 1.7756 -0.24
H -0.680906 8.606571 -7.054764 -0.3513 -0.8011 0.9620 0.07
H -1.292214 7.150829 -6.384285 0.8395 1.5816 0.1400 0.07
H 0.328536 6.977434 -4.708955 0.5372 1.7808 -1.6780 0.11
H 1.247883 7.535519 -6.316065 -0.8230 0.6515 2.0036 0.11
H 1.918228 8.893612 -3.949946 -1.9889 0.5044 -1.4860 0.11
H 1.305863 10.089984 -5.289419 -0.9286 -2.0185 1.2953 0.11
H -0.110677 10.746952 -3.183980 -0.0396 -2.3307 -1.0334 0.12
H -1.316379 9.573022 -4.033657 2.3011 -0.2244 0.8252 0.10
H -0.082361 7.566898 -2.584242 0.2693 2.2075 1.0431 0.09
H 0.790148 8.945532 -1.522115 -1.8824 -0.4755 -1.2329 0.12
H -1.408191 8.363100 -0.264153 -0.7705 0.6632 -2.1374 0.13
H -1.833909 9.929277 -1.316334 0.0847 -2.7536 -0.0482 0.15
H -1.517819 6.126142 -1.695547 -2.5324 0.8383 -0.4526 0.14
H -3.273629 5.944061 -2.572916 1.5243 0.9678 1.4862 0.14
H -4.528592 6.221973 -0.440527 2.6115 0.4834 0.3543 0.12
H -2.995436 6.977654 0.530337 -0.9004 -1.1868 -1.8643 0.12
H -2.419761 4.066990 -0.597904 -1.1215 1.4456 1.7640 0.12
H -2.254133 4.732532 1.185324 -1.4410 0.1208 -2.0327 0.11
H -5.150291 4.680380 1.001527 1.7287 -1.7369 -0.6500 0.11
H -4.791784 3.197547 -0.132728 1.0846 1.3513 1.5411 0.11
H -5.162161 2.693194 2.542779 2.1835 0.6385 -1.1113 0.11
H -3.520485 3.553813 2.899879 -0.9695 -1.2049 -1.7393 0.11
H -3.794189 1.000177 0.750501 0.9706 1.3776 2.0026 0.12
H -2.199290 1.567794 1.757603 -2.6245 -0.1211 -0.3434 0.12
H -3.071384 0.570928 3.891983 -1.3560 -0.4090 -1.9337 0.11
H -4.858013 0.382333 3.283131 2.1753 -0.0207 -0.8560 0.11
H -4.374644 -1.689885 2.079082 2.3998 1.1283 0.1523 0.12
H -2.619092 -1.107004 1.410164 -1.6118 -0.0307 2.0882 0.11
H -1.856056 -1.556782 4.175549 -1.7506 -1.1145 -1.4411 0.11
H -3.556815 -2.477415 4.260340 2.0183 0.8619 -1.4447 0.12
H -2.787544 -4.355928 2.961940 1.4851 1.5906 -0.6963 0.11
H -1.737526 -3.293261 1.701126 -0.6846 -0.4269 2.4316 0.11
H -0.925374 -4.662046 4.557177 0.5940 1.1967 -1.9521 0.10
H -0.134187 -3.017777 4.070224 -0.7257 -2.0113 -0.8566 0.11
H 1.222903 -4.002818 2.277691 -1.4898 -1.5118 0.6818 0.13
H -0.203067 -5.045689 1.614147 1.2046 0.3531 2.1990 0.12
H 0.736993 -5.972051 5.549740 1.0354 -1.2941 -2.5765 0.10
H 2.339868 -8.642245 5.357988 -0.8679 1.7857 -2.0476 0.07
H 2.970762 -9.045978 2.356605 -1.4951 2.1273 1.1869 0.07
H 1.621462 -6.606512 0.959608 0.0307 -0.5978 3.0855 0.12
C 5.210991 -11.258222 -2.547516 -0.2174 -0.3937 -0.8855 -0.16
O 4.987377 -10.092869 -1.779350 0.2301 -3.1292 1.7106 -0.28
P 5.665648 -10.109367 -0.187891 1.1260 10.5436 0.1966 0.79
O 4.949055 -8.778616 0.070183 -0.5476 -1.6099 0.1158 -0.30
O 7.185946 -9.831400 -0.764852 -0.0989 -1.2169 0.9582 -0.26
C 7.460407 -9.105138 -1.943671 -0.0245 -0.1704 -0.8851 -0.11
O 6.343815 -10.125930 1.403498 0.0324 -4.0056 -1.0207 -0.32
C 6.512197 -8.901402 2.098541 -0.3293 0.4464 0.0610 -0.14
H 4.254515 -11.741608 -2.754603 0.0901 -0.1200 0.0211 0.09
H 5.660703 -10.971508 -3.498786 0.0468 -0.0323 -0.0419 0.09
H 5.872075 -11.961351 -2.039578 0.0748 -0.1094 -0.2157 0.08
H 6.656401 -8.423191 -2.228559 -0.0270 -0.1474 0.1664 0.10
H 7.651867 -9.819440 -2.749846 -0.0614 0.2258 -0.1370 0.08
H 8.374771 -8.524013 -1.798262 -0.0760 -0.2085 0.3187 0.10
H 5.563082 -8.575151 2.503492 -0.1238 0.3226 -0.0468 0.07
H 6.946475 -8.141360 1.455030 -0.1274 0.0876 -0.1355 0.09
H 7.197473 -9.076094 2.932547 -0.0258 -0.4798 -0.1577 0.09
```
Positions in Å, forces in eV/Å.

Output
energy relative to the best compared isomer or geometry (same formula, charge and spin) = 409.4 kcal per mole
2S+1 = 1
structure (SMILES) = NCCCCCN(CCCCCCCCCCCCn1cccc1)S(=O)(=O)F.COP(=O)(OC)OC
charge = 0
HOMO-LUMO gap = 4.476 eV
HOMO = -7.5 eV
calculated total energy = -2398.28709 a.u.